Record 1
ORCA calculation (ωB97M-V with the def2-TZVPD basis set) on C40H36INPPtS as an isolated structure.

Geometry as XYZ:
```
81
Properties=species:S:1:pos:R:3:forces:R:3:mulliken_charge:R:1
Pt -0.148637 -0.176766 -0.570026 0.2 0.1 -0.7 0.295
I -1.621207 1.130381 -2.319804 -0.2 0.0 0.1 0.026
C -1.643048 3.094430 -1.616630 0.1 0.0 -0.1 0.264
C -2.861325 3.708791 -1.661903 0.0 0.0 0.0 -0.515
C -2.949751 5.107922 -1.526397 0.0 0.0 0.0 -0.906
C -1.802266 5.836123 -1.456429 0.0 0.0 0.0 -0.889
C -0.532048 5.208717 -1.412004 0.0 0.0 0.0 0.644
C 0.634800 6.011257 -1.403986 0.0 0.0 0.0 -0.722
C 1.866886 5.438238 -1.359505 0.0 0.0 0.0 -1.233
C 1.970093 4.044790 -1.191133 0.0 0.0 0.0 -0.163
C 0.873763 3.214729 -1.162610 0.1 -0.1 -0.2 0.891
P 1.229504 1.591639 -0.356543 -0.2 0.1 0.5 0.984
C 1.208710 2.108221 1.404999 0.0 0.1 0.0 0.550
C 0.884386 3.409019 1.792064 0.0 0.0 0.0 -0.384
C 0.870749 3.763646 3.134728 0.0 0.0 0.0 -0.753
C 1.188213 2.830916 4.107890 0.0 0.0 0.0 -0.640
C 1.509971 1.533784 3.732347 0.0 0.0 0.0 -0.663
C 1.510535 1.170881 2.395991 0.0 0.0 0.0 -0.189
C 2.951448 1.242460 -0.782841 0.0 -0.1 0.0 0.083
C 3.200956 0.662746 -2.024800 0.0 0.0 0.0 -0.412
C 4.499883 0.370051 -2.403592 0.0 0.0 0.0 -0.732
C 5.552606 0.641009 -1.538010 0.0 0.0 0.0 -0.513
C 5.305399 1.205790 -0.296141 0.0 0.0 0.0 -0.803
C 4.005095 1.509372 0.084164 0.0 0.0 0.0 0.061
C -0.421195 3.789451 -1.396539 -0.1 0.1 0.1 0.286
H -3.756417 3.129191 -1.845048 0.0 0.0 0.0 0.478
H -3.917655 5.588938 -1.545227 0.0 0.0 0.0 0.402
H -1.836429 6.918137 -1.440260 0.0 0.0 0.0 0.400
H 0.520163 7.086904 -1.452732 0.0 0.0 0.0 0.411
H 2.764263 6.040848 -1.384448 0.0 0.0 0.0 0.432
H 2.954235 3.632037 -1.016721 0.0 0.0 0.0 0.355
H 0.633774 4.165828 1.063164 0.0 0.0 0.0 0.150
H 0.614206 4.777308 3.413307 0.0 0.0 0.0 0.445
H 1.183551 3.111148 5.153031 0.0 0.0 0.0 0.397
H 1.756530 0.794152 4.483206 0.0 0.0 0.0 0.476
H 1.748368 0.153660 2.117358 0.0 0.0 0.0 0.071
H 2.375856 0.424222 -2.686483 0.0 0.0 0.0 0.357
H 4.691914 -0.079842 -3.368534 0.0 0.0 0.0 0.427
H 6.566788 0.403912 -1.831323 0.0 0.0 0.0 0.399
H 6.124291 1.409095 0.381247 0.0 0.0 0.0 0.443
H 3.814122 1.947436 1.055820 0.0 0.0 0.0 0.486
C 2.862579 -2.864983 2.965206 0.0 0.0 0.0 -1.583
C 3.088035 -2.817744 1.447972 0.0 0.0 0.0 2.427
C 4.473171 -2.227139 1.151838 0.0 0.0 0.0 -1.547
C 2.989738 -4.232547 0.865179 0.0 0.0 0.0 -1.790
C 2.059553 -1.961653 0.831919 0.0 -0.1 -0.1 -0.098
C 1.222579 -1.268356 0.302875 -0.2 0.0 0.3 -0.699
H 3.602624 -3.517804 3.432042 0.0 0.0 0.0 0.447
H 1.868112 -3.246887 3.198689 0.0 0.0 0.0 0.354
H 2.962282 -1.870069 3.403559 0.0 0.0 0.0 0.313
H 5.249356 -2.843178 1.610750 0.0 0.0 0.0 0.463
H 4.554106 -1.213913 1.549029 0.0 0.0 0.0 0.286
H 4.652650 -2.184486 0.076681 0.0 0.0 0.0 0.336
H 3.731799 -4.881033 1.335229 0.0 0.0 0.0 0.426
H 3.171898 -4.219677 -0.209721 0.0 0.0 0.0 0.375
H 1.999582 -4.654818 1.039780 0.0 0.0 0.0 0.356
N -1.450039 -1.815655 -0.486015 0.2 -0.1 0.1 -0.437
S -2.703249 -2.080758 -1.429289 -0.1 0.1 0.1 0.086
C -3.054511 -3.817787 -1.376348 0.1 0.0 0.0 0.420
C -2.855931 -4.543834 -2.540593 0.0 0.0 0.0 -0.190
C -3.067336 -5.915923 -2.519906 0.0 0.0 0.0 -0.634
C -3.461157 -6.536398 -1.344761 0.0 0.0 0.0 -0.406
C -3.654014 -5.796047 -0.182602 0.0 0.0 0.0 -0.760
C -3.454924 -4.427372 -0.192789 0.0 0.0 0.0 -0.412
C -4.173402 -1.427202 -0.629655 0.0 0.0 0.0 0.545
C -4.021300 -0.514502 0.400309 0.0 0.0 0.0 -0.275
C -5.155549 0.058458 0.963046 0.0 0.0 0.0 -0.618
C -6.413961 -0.278630 0.489192 0.0 0.0 0.0 -0.499
C -6.550214 -1.192892 -0.549505 0.0 0.0 0.0 -0.585
C -5.427697 -1.771635 -1.117904 0.0 0.0 0.0 -0.447
H -1.454099 -2.334821 0.384755 0.0 -0.1 0.0 0.303
H -2.538265 -4.045747 -3.447684 0.0 0.0 0.0 0.390
H -2.921841 -6.496297 -3.420558 0.0 0.0 0.0 0.401
H -3.622313 -7.605978 -1.330486 0.0 0.0 0.0 0.407
H -3.965971 -6.287660 0.728752 0.0 0.0 0.0 0.408
H -3.624110 -3.839037 0.701199 0.0 0.0 0.0 0.389
H -3.031837 -0.263616 0.762850 0.0 0.0 0.0 0.459
H -5.049505 0.767741 1.773163 0.0 0.0 0.0 0.444
H -7.294902 0.166192 0.932315 0.0 0.0 0.0 0.404
H -7.533211 -1.458955 -0.913966 0.0 0.0 0.0 0.411
H -5.529809 -2.487931 -1.924193 0.0 0.0 0.0 0.435
```
Forces are in eV/Å.

Properties
**Molar mass**: 915.76 g mol⁻¹
**Frontier orbital gap**: 8.15 eV
**Charge**: +1
**2S+1**: 1



Record 2
ORCA calculation (ωB97M-V with the def2-TZVPD basis set) on C40H36MnN5O2PS2 as an isolated structure.

Geometry as XYZ:
```
87
Properties=species:S:1:pos:R:3:forces:R:3:mulliken_charge:R:1
Mn 0.694628 0.542190 -0.156039 0.0 0.0 0.1 0.799
O -0.424597 0.316588 1.615759 0.0 0.1 -0.1 0.514
C -0.351979 0.796690 2.796211 0.0 0.0 0.0 -0.231
C -1.438143 0.634386 3.705473 0.0 0.0 0.0 -0.712
C -1.417566 1.155673 4.978674 0.0 0.0 0.0 -0.509
C -0.311108 1.869717 5.446718 0.0 0.0 0.0 -0.892
C 0.771440 2.020483 4.596298 0.0 0.0 0.0 -0.635
C 0.786151 1.497700 3.303255 0.0 0.0 0.0 0.130
C 1.997650 1.646606 2.496414 0.0 0.0 -0.1 -0.409
N 2.107553 1.791329 1.186985 0.0 0.0 0.1 0.440
C 3.455321 1.913345 0.920898 0.0 0.0 -0.1 -0.360
C 4.163758 1.838534 2.073013 0.0 0.0 0.0 -0.928
N 3.228074 1.689730 3.070117 0.0 0.0 0.0 0.071
H -2.288220 0.066287 3.346059 0.0 0.0 0.0 0.544
H -2.276524 1.007312 5.626411 0.0 0.0 0.0 0.387
H -0.298217 2.296095 6.442075 0.0 0.0 0.0 0.342
H 1.634055 2.587179 4.936115 0.0 0.0 0.0 0.426
H 3.811453 1.994461 -0.092807 0.0 0.0 0.0 0.305
H 5.221189 1.810375 2.263722 0.0 0.0 0.0 0.410
H 3.410234 1.395163 4.011738 0.0 0.0 0.0 0.314
O -0.317429 2.491554 -0.642092 -0.1 0.0 0.1 -0.146
N 0.480164 3.515751 -0.806641 0.1 0.0 0.0 0.224
C 0.143676 4.677121 -0.210429 0.0 0.0 0.0 -0.253
C 0.899269 5.813318 -0.342043 0.0 0.0 0.0 -0.841
C 2.062345 5.743304 -1.112797 0.0 0.0 0.0 -0.178
C 2.406437 4.552323 -1.699481 0.0 0.0 0.0 -0.800
C 1.625514 3.384018 -1.562634 0.0 0.0 0.0 0.070
S 2.022575 1.875068 -2.227504 0.0 0.0 0.0 -0.385
H -0.762746 4.606885 0.372186 0.0 0.0 0.0 0.472
H 0.589035 6.719447 0.158256 0.0 0.0 0.0 0.366
H 2.695078 6.614048 -1.236404 0.0 0.0 0.0 0.349
H 3.308463 4.457675 -2.287691 0.0 0.0 0.0 0.424
C -5.687486 -0.832775 -1.386877 0.0 0.0 0.0 -1.484
C -5.329761 0.091857 -0.253044 0.0 0.0 0.0 1.307
C -6.349863 0.573671 0.565850 0.0 0.0 0.0 -0.769
C -6.087750 1.404295 1.645997 0.0 0.0 0.0 -0.688
C -4.781282 1.772009 1.926358 0.0 0.0 0.0 -0.837
C -3.757731 1.316469 1.108326 0.0 0.0 0.0 -1.371
C -4.006343 0.476660 0.019292 0.0 0.0 0.0 0.417
P -2.453745 0.045699 -0.881888 0.0 0.0 0.0 1.605
C -2.994100 -0.046242 -2.636351 0.0 0.0 0.0 0.637
C -2.933770 -1.231772 -3.364492 0.0 0.0 0.0 -0.177
C -3.264295 -1.265958 -4.711192 0.0 0.0 0.0 -0.803
C -3.659935 -0.100589 -5.351379 0.0 0.0 0.0 -0.661
C -3.693463 1.091937 -4.641502 0.0 0.0 0.0 -0.785
C -3.350067 1.143359 -3.293691 0.0 0.0 0.0 0.560
C -3.347373 2.458155 -2.560877 0.0 0.0 0.0 -1.335
C -2.100752 -1.657583 -0.398296 -0.1 0.0 0.0 0.666
C -2.942461 -2.435559 0.394452 0.0 0.0 0.0 -0.826
C -2.506772 -3.622899 0.957677 0.0 0.0 0.0 -0.902
C -1.182008 -4.014170 0.740751 0.0 0.0 0.0 -0.666
C -0.335548 -3.256405 -0.037255 0.0 0.0 0.0 -0.790
C -0.759463 -2.055216 -0.652812 0.0 0.0 0.0 1.477
C 0.144796 -1.226941 -1.419784 0.0 -0.1 0.0 -2.212
H -6.695636 -1.228626 -1.247501 0.0 0.0 0.0 0.474
H -4.989929 -1.667574 -1.448500 0.0 0.0 0.0 0.251
H -5.649084 -0.319899 -2.350369 0.0 0.0 0.0 0.206
H -7.372241 0.274310 0.356345 0.0 0.0 0.0 0.364
H -6.903393 1.753101 2.269634 0.0 0.0 0.0 0.342
H -4.551278 2.404448 2.775344 0.0 0.0 0.0 0.446
H -2.729153 1.598321 1.309055 0.0 0.0 0.0 0.569
H -2.622220 -2.136981 -2.854496 0.0 0.0 0.0 0.355
H -3.207667 -2.199590 -5.258846 0.0 0.0 0.0 0.418
H -3.920307 -0.113413 -6.403738 0.0 0.0 0.0 0.352
H -3.972687 2.011576 -5.146087 0.0 0.0 0.0 0.357
H -3.442396 3.289236 -3.262312 0.0 0.0 0.0 0.487
H -2.419114 2.575038 -1.991437 0.0 0.0 0.0 0.018
H -4.172131 2.517558 -1.845434 0.0 0.0 0.0 0.201
H -3.946618 -2.084866 0.611269 0.0 0.0 0.0 0.227
H -3.167237 -4.210698 1.584496 0.0 0.0 0.0 0.358
H -0.805539 -4.920019 1.205531 0.0 0.0 0.0 0.340
H 0.701290 -3.546853 -0.159229 0.0 0.0 0.0 0.378
H -0.285587 -0.782412 -2.319247 0.0 0.0 0.0 0.284
H 1.101976 -1.702263 -1.633723 0.0 0.0 0.0 0.620
C 4.969171 -0.267422 -3.002431 0.0 0.0 0.0 -1.226
C 5.153148 -0.577146 -1.543269 0.0 0.0 0.0 0.916
C 6.399510 -0.463008 -0.924723 0.0 0.0 0.0 -0.721
C 6.431446 -0.827985 0.412329 0.0 0.0 0.0 -0.230
N 5.374400 -1.200088 1.107334 0.0 0.0 0.0 -0.618
C 4.169784 -1.202078 0.458259 0.0 0.0 0.0 0.183
S 2.735820 -1.509509 1.327508 0.0 0.0 0.0 -0.378
N 4.074323 -0.948436 -0.880237 0.0 0.0 0.0 -0.192
H 5.913307 -0.322181 -3.548291 0.0 0.0 0.0 0.414
H 4.544053 0.732932 -3.110854 0.0 0.0 0.0 0.145
H 4.247888 -0.961692 -3.433324 0.0 0.0 0.0 0.267
H 7.286775 -0.151854 -1.460681 0.0 0.0 0.0 0.361
H 7.378659 -0.824886 0.953848 0.0 0.0 0.0 0.363
```
Forces are in eV/Å.

Properties
**Molar mass**: 768.81 g mol⁻¹
**Frontier orbital gap (spin up / spin down)**: 5.17 / 5.81 eV
**Charge**: -2
**2S+1**: 6